110
Properties=species:S:1:pos:R:3:mulliken_charge:R:1 method="wB97M-V/def2-TZVPD" e_homo_ev="-8.965 / -8.899" orbital_gap_ev="5.1 / 5.0" lumo_energy_ev="-3.881 / -3.873" total_charge=+1
W 0.0737 -0.6230 -0.2987 0.666
Ge -1.6377 -3.8482 1.5356 1.645
S -1.7476 -2.2916 0.0138 0.299
S -1.7357 -1.1894 -2.8823 -0.110
S 1.6194 -2.9107 -1.0209 2.329
F 1.5458 -8.0947 0.6872 -0.400
F 3.3205 -4.4549 3.1175 -0.365
F -3.6491 -4.3654 -1.0189 -0.102
F -5.5208 -6.2480 -1.3715 -0.313
F -0.8301 -6.7640 0.4469 -0.433
F -1.4192 -3.7755 6.9178 -0.377
F -0.6069 -4.6629 4.5006 -0.297
F -4.6372 -1.0286 4.8243 -0.413
F -4.4479 -8.0993 2.8412 -0.297
F -5.9521 -8.1416 0.5572 -0.294
F -2.5674 -6.1467 3.1730 -0.356
F 0.8528 -3.2119 2.9307 0.265
F -3.4368 -1.9538 7.0927 -0.420
F -3.8099 -1.9948 2.3798 -0.586
F 3.6257 -6.9201 1.9840 -0.348
O 0.9965 -2.6152 0.3110 -1.170
O 3.0425 -2.8397 -1.0637 -1.071
N -4.2259 -1.4879 -2.0190 0.074
N -1.7540 0.7349 -0.2692 0.459
N 0.0411 -0.1891 1.6663 0.443
N -2.2743 0.4329 2.0470 -0.120
N 2.3100 -0.1921 0.0287 0.090
N 2.2621 -0.9742 2.2625 -0.178
N 0.5177 0.7697 -1.6801 0.520
N -3.9434 -1.0157 -4.2545 -0.439
N 0.8208 -1.7671 -1.8043 -0.049
C 1.3898 1.1411 -3.9634 0.862
C 2.8954 -0.8164 1.1137 0.552
C -3.5403 1.7795 -1.5484 -0.749
C 0.2528 -6.9749 -2.4438 -0.633
C 1.2190 -1.0942 -2.9756 0.877
C 2.0461 -0.8375 -5.2029 -1.043
C -3.3168 -6.1746 2.0606 0.058
C 1.7417 -1.6647 -4.1268 -0.679
C 3.1931 0.2013 -0.9324 -0.217
C -1.4842 0.1656 5.0157 -0.076
C -0.7564 -0.0550 3.8473 0.406
C -2.2605 1.3266 -1.4006 -0.490
C 0.0142 -4.9641 1.6884 -0.700
C 1.0744 -4.4050 2.3748 0.490
C 2.4550 -6.2964 1.9158 0.512
C -4.4611 1.6394 -0.4910 -0.709
C 0.1849 -6.2131 1.1316 0.637
C 4.2586 -1.2069 1.1178 -0.633
C -3.0814 -5.1933 1.1112 0.412
C -3.6502 -1.9192 4.7426 0.034
C 1.1854 -0.7936 5.1202 -0.176
C 1.8745 0.5291 -5.1340 -1.020
C 0.9637 3.0112 -2.4992 -1.217
C 0.5916 2.1425 -1.4983 0.015
C -2.0027 -3.3170 5.8137 0.236
C -0.6291 -5.9040 -2.4554 -0.769
C 1.9877 -5.5704 -1.5621 -0.567
C -4.2648 -7.1767 1.9016 0.121
C -3.2034 -2.3848 3.5137 0.748
C 1.0507 -0.5778 2.5533 -0.034
C 5.0771 -0.8675 0.0866 -0.860
C 4.5253 -0.0963 -0.9488 -0.981
C -2.6354 0.7343 0.8158 0.223
C -0.8726 -0.1318 6.2149 -0.980
C -1.0782 0.1040 2.4674 -0.576
C -0.2096 -4.6590 -2.0160 -0.387
C 2.3013 -5.0354 2.4916 -0.180
C -3.4191 -1.2480 -3.0486 0.645
C 1.0126 0.2963 -2.8942 0.123
C -5.0306 -7.2045 0.7362 0.672
C 0.4397 -0.6183 6.2665 -0.946
C 1.0894 -4.5163 -1.5578 0.349
C 1.3910 -6.8940 1.2458 0.240
C -2.1542 -3.2797 3.3949 -0.534
C 0.5781 -0.5083 3.9015 0.031
C -3.8422 -5.2606 -0.0410 -1.016
C 1.3251 2.5383 -3.7559 -0.979
C -3.0375 -2.3907 5.9038 0.747
C -1.5776 -3.7510 4.5624 0.372
C -3.9925 1.1313 0.6792 -0.669
C 1.5609 -6.8101 -2.0117 -0.919
C -4.8107 -6.2392 -0.2414 -0.047
H 2.8185 0.8495 -1.7086 0.499
H -1.4081 0.0187 7.1386 0.487
H -3.3169 -0.8663 -5.0294 0.229
H 0.9735 4.0702 -2.2981 0.504
H -5.2143 -1.6406 -2.1586 0.240
H -1.5937 1.4445 -2.2450 0.030
H 5.1262 0.2599 -1.7691 0.520
H 1.6094 3.2107 -4.5461 0.521
H -0.8696 -3.8021 -2.0444 0.124
H -4.9317 -1.0811 -4.4404 0.210
H -3.8157 -1.7838 -1.1405 -0.307
H 6.1206 -1.1348 0.0748 0.479
H -1.6386 -6.0336 -2.8116 0.566
H 2.4315 -1.2757 -6.1099 0.466
H -0.0769 -7.9432 -2.7845 0.437
H 2.9991 -5.4000 -1.2282 0.635
H 0.8758 -0.8439 7.2272 0.457
H -3.8361 2.2459 -2.4744 0.512
H 2.1298 1.1575 -5.9707 0.470
H 4.6014 -1.7391 1.9874 0.589
H 1.9025 -2.7314 -4.1696 0.680
H 0.2986 2.4927 -0.5061 0.512
H -2.4840 0.5660 4.9648 0.732
H -4.6002 1.0372 1.5630 0.600
H -5.4854 1.9602 -0.6007 0.473
H 2.2046 -1.1369 5.1466 0.612
H 2.2415 -7.6475 -2.0189 0.498

---

116
Properties=species:S:1:pos:R:3:mulliken_charge:R:1 method="wB97M-V/def2-TZVPD" e_homo_ev=-10.071 orbital_gap_ev=8.2 smiles="O=C1O[C@@H](I)[C@H](CCOCC(F)(F)C(F)(F)C(F)(F)C(F)F)O1.O=C1C=CC(=O)C=C1.O=C1C=CC(=O)C=C1.O=C1C=CC(=O)C=C1.O=C1C=CC(=O)C=C1.O=C1C=CC(=O)C=C1.O=C1C=CC(=O)C=C1.O=C1C=CC(=O)C=C1" lumo_energy_ev=-1.904
I -1.8020 2.2593 0.9852 0.147
F -8.7339 4.0795 -2.3915 -0.297
F -5.9199 6.9537 -0.3859 -0.316
F -5.0414 4.8492 -0.5177 -0.257
F -6.7163 1.7778 -1.0915 -0.248
F -7.8122 4.1493 -0.3125 -0.264
F -7.3593 2.2148 -3.2604 -0.266
F -7.7223 6.5277 -2.1343 -0.293
F -6.4720 5.2814 -3.5792 -0.286
O -1.7585 7.0391 -5.1862 -0.489
O 4.1149 -11.2945 8.9148 -0.549
O 2.1098 0.6668 3.2647 -0.553
O -0.1464 1.6311 -4.0717 -0.525
O -0.1507 3.7125 -2.8280 -0.267
O -2.0964 -4.4323 5.7914 -0.584
O 0.7707 -8.3435 3.6425 -0.611
O 3.2208 4.4785 -2.8110 -0.569
O 6.1060 1.4210 -6.0435 -0.623
O 5.5716 -0.5567 -3.6837 -0.501
O -0.1278 1.7928 -1.6506 -0.388
O -6.2157 -3.6741 3.0576 -0.550
O 1.9531 -3.5530 6.4729 -0.609
O 7.4285 -5.0663 -5.7667 -0.552
O 2.2919 7.5044 -8.5768 -0.548
O -0.0258 -8.4446 7.2249 -0.491
O -2.9283 0.4315 3.7359 -0.530
O -3.2257 7.0641 -1.6404 -0.468
C -0.8278 7.1454 -5.9656 0.389
C 5.4440 2.1220 -5.3008 0.423
C 2.1416 -9.2516 6.7852 0.023
C 3.9742 1.9863 -5.2254 -0.293
C -6.7574 5.4763 -2.2032 0.438
C -3.6840 -0.5119 3.5806 0.454
C -5.4615 -2.7324 3.2124 0.297
C 2.0733 -0.3001 4.0007 0.253
C -1.4385 -5.3324 5.2977 0.171
C -6.6838 2.7773 -2.1204 0.515
C -1.1936 2.5835 -1.0728 -0.432
C -1.3388 -7.3269 3.8768 -0.610
C -0.0306 7.6402 -8.2305 -0.380
C 0.7502 -1.9964 5.1787 -0.286
C -0.7154 4.0735 -1.5211 0.268
C -1.0489 7.5216 -7.3777 -0.439
C 1.5836 7.0221 -6.3866 -0.459
C 0.9252 -9.0995 7.6122 0.512
C 6.0792 3.1426 -4.4406 -0.452
C 7.3093 -2.7205 -5.8990 -0.458
C 3.8829 3.7764 -3.5538 0.495
C -2.0604 -6.3450 4.4177 -0.409
C -5.1084 -0.3061 3.2432 -0.478
C 0.0113 -5.4512 5.5556 -0.518
C -3.2115 -1.9049 3.7214 -0.045
C 0.1123 -7.4453 4.1352 0.419
C 0.9074 -9.7725 8.9282 -0.438
C 3.3107 -0.8876 4.5575 -0.474
C 5.9987 -1.5919 -4.1620 0.476
C 1.9493 -10.4879 9.3535 -0.367
C -7.4742 4.1220 -1.6899 0.606
C -0.1334 2.2833 -3.0195 0.635
C 0.5653 6.9036 -5.5340 -0.243
C 1.9883 -2.5834 5.7349 0.531
C 3.2706 -1.9495 5.3630 -0.445
C 1.3630 7.3985 -7.7993 0.286
C 5.6909 -2.9031 -3.5519 -0.398
C 3.2481 2.7557 -4.4140 -0.162
C 3.1657 -10.6400 8.5268 0.292
C -4.4096 6.5645 -2.2956 -0.764
C 6.1564 -4.0375 -4.0761 -0.342
C -2.1022 4.8723 -1.5166 -0.078
C 7.0019 -4.0316 -5.2892 0.318
C -5.9346 -1.3387 3.0713 -0.453
C 3.1835 -9.9672 7.2107 -0.553
C -5.5012 5.9348 -1.3140 0.916
C -2.0274 6.3579 -2.1209 -0.688
C 6.8436 -1.5858 -5.3747 -0.188
C 0.7899 -0.9340 4.3728 -0.378
C 0.7323 -6.4331 5.0143 -0.142
C -4.0371 -2.9373 3.5496 -0.278
C 5.3532 3.9121 -3.6291 -0.523
H 1.9536 -10.9867 10.3146 0.404
H 4.0819 -10.0881 6.6180 0.437
H -3.1243 -6.2442 4.2395 0.492
H 0.0642 4.4951 -0.7825 0.297
H -3.7064 -3.9629 3.6487 0.383
H 7.1567 3.2284 -4.5073 0.436
H -1.1047 6.9214 -1.7294 0.379
H -1.9512 6.3764 -3.2698 0.389
H 5.8017 4.6650 -2.9929 0.440
H -0.1749 7.9156 -9.2679 0.398
H -6.9803 -1.2065 2.8233 0.432
H -2.1218 2.2613 -1.6858 0.404
H 7.0597 -0.6176 -5.8080 0.438
H -2.5068 4.9683 -0.4473 0.311
H 0.4500 -4.7017 6.2031 0.902
H 4.2414 -0.4110 4.2758 0.408
H -5.5827 2.9537 -2.3773 -0.066
H 7.9288 -2.7347 -6.7869 0.419
H 0.7096 6.6280 -4.4964 0.458
H -0.1068 -0.4901 3.9567 0.596
H -4.0736 5.8816 -3.1453 0.334
H -2.8281 4.2829 -2.1984 -0.056
H -0.1812 -2.4735 5.4610 0.541
H 5.0713 -2.8887 -2.6639 0.408
H -2.0754 7.6941 -7.6763 0.422
H 2.1375 -8.7535 5.8239 0.291
H 0.0090 -9.6518 9.5209 0.418
H -2.1659 -2.0375 3.9694 0.261
H 2.1709 2.6695 -4.3478 0.298
H -5.4385 0.7207 3.1444 0.471
H 1.7959 -6.5339 5.1926 0.493
H 4.1667 -2.3930 5.7790 0.430
H 3.5258 1.2335 -5.8615 0.485
H 5.9400 -5.0059 -3.6423 0.402
H 2.6100 6.8495 -6.0876 0.505
H -4.9139 7.4771 -2.8003 0.435
H -1.7767 -8.0767 3.2298 0.442

---

100
Properties=species:S:1:pos:R:3:lowdin_spin:R:1 method="wB97M-V/def2-TZVPD" e_homo_ev="-6.899 / -7.141" orbital_gap_ev="6.9 / 5.7" spin_multiplicity=3 lumo_energy_ev="0.016 / -1.437"
I -0.7401 2.4682 4.5271 0.001
I -1.6703 7.9491 2.3616 0.000
Pd -0.2125 1.1380 -0.5929 0.702
S -0.3025 -1.7692 1.8627 0.463
P -2.0109 -0.7201 -0.0532 0.183
P 2.0222 0.5999 -0.2314 0.057
O 1.5906 -7.9816 -0.0107 0.014
O -0.3391 1.9126 1.4272 0.103
O 0.2956 -1.4977 -1.6945 -0.005
O 0.6965 -8.5242 1.9253 0.002
N -0.5374 3.5534 -0.7481 0.008
C 3.6980 -0.1573 3.9735 0.005
C 1.6452 -1.6086 -1.9539 0.000
C -3.2808 1.8547 0.1773 0.018
C 4.5639 4.0368 -2.0195 0.003
C -3.5880 -4.4783 -0.5254 0.000
C -3.9780 2.8044 0.9173 0.000
C -3.2281 -2.0982 -0.2515 0.010
C -0.8165 3.7338 2.8732 0.005
C 4.2731 2.3469 -0.3278 0.005
C -2.2931 0.8404 -3.9080 0.030
C -0.0603 -0.0213 -3.5951 0.031
C -4.9578 -4.2679 -0.6187 0.001
C -0.7162 4.0860 0.4916 0.000
C -0.4377 -0.5091 -2.3360 -0.002
C -0.6299 -4.4494 2.3168 0.054
C 1.0669 -3.8628 0.7174 0.049
C 0.6677 -6.1809 1.2429 0.054
C 2.5696 -0.7900 -1.3031 0.008
C -1.0170 5.4602 0.6748 0.000
C -1.7328 -0.2492 -1.8189 0.064
C 4.3370 -2.0560 -2.3837 0.001
C -5.4669 -2.9758 -0.5453 0.001
C 0.0755 -3.4537 1.6225 0.037
C 2.0401 -2.6249 -2.8076 0.000
C -1.2166 5.9419 1.9896 0.000
C 3.9245 -1.0358 -1.5403 0.002
C -3.5841 0.2620 1.9436 0.010
C -3.0854 0.5697 0.6751 0.022
C -0.9818 0.6683 -4.3565 -0.004
C -0.9097 5.6953 -1.7219 0.000
C 1.3513 -5.2042 0.5267 -0.010
C 2.6394 1.2802 2.3581 0.004
C -4.2794 1.2074 2.6804 0.000
C -0.3286 -5.7902 2.1365 -0.008
C 2.5954 2.6567 -2.0195 0.004
C 3.3903 -2.8509 -3.0198 0.000
C 1.0304 -7.6138 0.9799 0.009
C -2.6567 0.3891 -2.6548 0.005
C -0.6040 3.1657 1.6079 0.008
C -1.1200 5.0917 3.0587 0.001
C 3.7974 -1.1603 3.0199 0.001
C -4.4800 2.4840 2.1688 0.013
C -4.6087 -1.8956 -0.3665 0.004
C 3.3202 -0.9461 1.7327 0.006
C 3.0505 1.9768 -0.8865 0.013
C -1.1028 6.2537 -0.4945 0.002
C -0.6315 4.3193 -1.8037 0.002
C 5.0238 3.3737 -0.8915 0.000
C -2.7297 -3.3990 -0.3416 0.001
C 2.7469 0.2757 1.3931 0.007
C 3.1217 1.0645 3.6419 -0.001
C 3.3484 3.6746 -2.5864 0.000
H -4.1091 3.8035 0.5176 0.000
H -6.5369 -2.8071 -0.6269 0.000
H 4.2396 -2.1165 3.2771 0.000
H 1.6441 2.3865 -2.4483 0.001
H -2.8718 2.1461 -0.7727 0.003
H -5.6300 -5.1100 -0.7486 0.000
H -1.2765 5.4664 4.0628 0.000
H 4.6365 1.8393 0.5593 0.000
H -0.9717 6.2897 -2.6247 0.000
H 2.9837 4.1945 -3.4646 0.000
H -3.0248 1.3338 -4.5382 0.002
H 3.7045 -3.6538 -3.6816 0.000
H -4.6461 0.9546 3.6686 0.000
H 4.6645 -0.4084 -1.0536 0.000
H -5.0183 -0.8929 -0.3036 0.000
H 5.3951 -2.2344 -2.5443 0.000
H 4.0618 -0.3288 4.9820 0.000
H -0.4882 3.8403 -2.7679 0.000
H -5.0086 3.2297 2.7520 0.001
H -0.6872 1.0435 -5.3307 -0.001
H 3.0259 1.8429 4.3884 0.000
H -3.4015 -0.7222 2.3652 0.000
H 5.1465 4.8418 -2.4511 0.000
H -3.6697 0.5360 -2.2997 0.000
H -0.9179 -6.5265 2.6768 -0.002
H 3.3957 -1.7377 0.9949 0.000
H 1.6066 -3.1077 0.1531 0.002
H 2.1655 2.2231 2.1085 0.000
H -3.1845 -5.4840 -0.5957 0.000
H 5.9699 3.6558 -0.4449 0.000
H -1.4258 -4.1512 2.9911 0.001
H 2.1088 -5.5186 -0.1825 -0.002
H 1.2819 -3.2406 -3.2816 0.000
H -1.6596 -3.5651 -0.2815 0.000
H 0.9361 -0.2154 -3.9713 0.001
H -1.3272 7.3090 -0.3984 0.000
H 0.3413 -8.0787 2.6998 0.000